# 1
# C36H35BrN3O2RuTe

A molecular structure, C36H35BrN3O2RuTe (the ωB97M-V functional and the def2-TZVPD basis, the Open Molecules 2025 dataset).

```
! wB97M-V def2-TZVPD RIJCOSX def2/J DEFGRID3
* xyz 2 6
Ru -2.24 1.34 -0.54
Br -8.16 1.94 3.35
C -6.89 2.01 1.95
C -7.22 1.47 0.69
C -6.32 1.52 -0.33
C -5.00 2.06 -0.15
O -4.19 2.06 -1.11
C -4.68 2.61 1.16
C -3.42 3.21 1.41
N -2.41 3.09 0.58
C -1.24 3.81 0.57
C -0.86 4.86 1.40
C 0.32 5.56 1.15
C 1.12 5.27 0.07
C 0.78 4.21 -0.81
C 1.49 3.89 -1.98
C 1.03 2.88 -2.80
C -0.09 2.14 -2.42
N -0.76 2.41 -1.30
C -0.38 3.46 -0.52
C -5.66 2.58 2.17
H -8.19 1.00 0.54
H -6.56 1.12 -1.31
H -3.31 3.80 2.32
H -1.47 5.16 2.23
H 0.60 6.36 1.81
H 2.01 5.84 -0.14
H 2.37 4.45 -2.24
H 1.53 2.64 -3.72
H -0.48 1.32 -3.01
H -5.42 3.00 3.14
C -3.33 -2.43 -0.52
C -2.85 -1.02 -0.37
O -3.42 -0.19 0.41
N -1.83 -0.52 -1.02
Te 0.27 -1.70 -1.00
C 2.27 -2.04 -1.82
C 3.33 -1.21 -1.44
C 3.15 -0.11 -0.44
C 4.56 -1.41 -2.04
C 4.75 -2.38 -3.02
C 6.08 -2.55 -3.68
C 3.67 -3.17 -3.39
C 2.42 -3.01 -2.82
C 1.30 -3.90 -3.24
C 0.78 -1.77 1.08
C 0.56 -0.71 1.98
C 0.06 0.64 1.57
C 0.88 -0.88 3.32
C 1.41 -2.07 3.81
C 1.73 -2.24 5.25
C 1.63 -3.10 2.90
C 1.32 -2.98 1.55
C 1.60 -4.14 0.65
H -4.41 -2.46 -0.42
H -2.89 -3.05 0.27
H -3.03 -2.83 -1.49
H 2.19 0.39 -0.61
H 3.94 0.62 -0.51
H 3.15 -0.53 0.57
H 5.39 -0.77 -1.76
H 6.72 -1.69 -3.51
H 5.96 -2.71 -4.75
H 6.58 -3.43 -3.28
H 3.80 -3.94 -4.13
H 1.49 -4.31 -4.23
H 0.35 -3.36 -3.26
H 1.20 -4.74 -2.55
H -0.84 0.56 0.91
H 0.83 1.20 1.04
H -0.23 1.22 2.44
H 0.71 -0.07 4.01
H 1.64 -1.29 5.78
H 2.74 -2.62 5.38
H 1.05 -2.96 5.70
H 2.04 -4.04 3.25
H 1.60 -5.06 1.23
H 2.58 -4.04 0.19
H 0.85 -4.23 -0.13
*
```

Values from the calculation:
Gap between HOMO and LUMO (spin up / spin down)   6.282 / 4.492 eV
Electronic energy   -4643.863255 Ha
Energy relative to the best compared isomer or geometry (same formula, charge and spin)   166.1 kJ/mol

=====

# 2
# C36H35GeN11O3Sn

A molecular structure, C36H35GeN11O3Sn (the ωB97M-V functional and the def2-TZVPD basis, the Open Molecules 2025 dataset).

```
! wB97M-V def2-TZVPD RIJCOSX def2/J DEFGRID3
* xyz 2 1
Sn 1.76 0.40 1.19
O 4.65 3.17 0.24
C 3.80 2.34 0.28
N 2.92 2.07 1.34
C 2.87 2.88 2.57
O 3.31 3.99 2.63
C 2.04 2.19 3.62
C 2.18 2.56 4.93
C 1.47 1.76 5.88
C 0.59 0.74 5.38
C 0.44 0.62 4.04
N 1.13 1.33 3.17
C 3.64 1.32 -0.87
C 4.42 1.38 -2.07
C 4.26 0.44 -3.07
C 3.40 -0.62 -2.87
C 2.67 -0.62 -1.68
N 2.84 0.28 -0.68
H 2.88 3.43 5.14
H 1.55 1.93 6.95
H 0.18 0.07 6.11
H -0.21 -0.20 3.64
H 5.18 2.13 -2.21
H 4.97 0.46 -3.89
H 3.24 -1.42 -3.55
H 2.07 -1.50 -1.41
C -1.28 3.96 -2.07
N -0.88 3.07 -1.03
C 0.08 2.15 -0.99
N 0.17 1.60 0.22
C -0.87 2.27 0.91
N -1.47 3.11 0.15
C -2.57 3.62 -2.76
C -3.16 4.59 -3.57
C -4.37 4.30 -4.20
C -5.06 3.12 -3.94
C -4.59 2.27 -2.98
C -3.26 2.44 -2.55
C -5.43 1.09 -2.60
N -6.71 0.97 -2.59
N -6.99 -0.38 -2.16
C -5.84 -0.91 -1.89
O -4.76 -0.08 -2.16
C -5.55 -2.20 -1.25
C -6.46 -2.96 -0.48
C -6.00 -3.94 0.34
C -4.63 -4.21 0.35
C -3.70 -3.56 -0.41
C -2.20 -3.78 -0.33
N -1.39 -2.56 -0.17
C -0.67 -2.06 0.83
N -0.02 -0.93 0.39
C -0.39 -0.87 -0.94
N -1.23 -1.84 -1.29
C -4.24 -2.59 -1.35
H -0.40 4.09 -2.78
H -1.33 4.94 -1.57
H 0.72 1.86 -1.83
H -1.23 2.00 1.89
H -2.71 5.54 -3.73
H -4.74 5.15 -4.83
H -5.99 2.97 -4.43
H -2.98 1.75 -1.75
H -7.45 -2.54 -0.49
H -6.75 -4.46 0.96
H -4.23 -4.94 1.11
H -1.83 -4.36 -1.21
H -1.89 -4.38 0.48
H -0.59 -2.40 1.82
H -0.06 -0.14 -1.66
H -3.47 -2.02 -1.85
C 5.65 -1.08 1.19
Ge 4.21 -2.34 1.50
C 4.69 -3.71 2.74
C 4.05 -3.33 -0.15
C 2.57 -1.29 2.09
H 5.57 -0.22 1.84
H 5.85 -0.77 0.13
H 6.55 -1.51 1.57
H 5.51 -4.21 2.20
H 3.84 -4.42 2.83
H 5.11 -3.39 3.66
H 4.34 -2.83 -1.10
H 3.02 -3.68 -0.22
H 4.61 -4.22 0.03
H 2.92 -0.85 3.03
H 1.70 -2.01 2.29
*
```

Values from the calculation:
Gap between HOMO and LUMO   6.834 eV
Electronic energy   -4511.556057 Ha
Energy relative to the best compared isomer or geometry (same formula, charge and spin)   189.2 kJ/mol

=====

# 3
# C36H35N3O2P2PdSe2

A molecular structure, C36H35N3O2P2PdSe2 (the ωB97M-V functional and the def2-TZVPD basis, the Open Molecules 2025 dataset).

```
! wB97M-V def2-TZVPD RIJCOSX def2/J DEFGRID3
* xyz 2 1
Pd -2.87 1.07 -0.45
C -4.93 3.51 1.41
O -4.76 2.33 0.64
C -5.92 1.51 0.60
C -6.04 0.87 -0.79
O -4.91 0.03 -1.04
C -5.25 -1.16 -1.75
H -5.74 4.12 1.00
H -4.00 4.07 1.34
H -5.15 3.28 2.45
H -6.81 2.11 0.77
H -5.84 0.73 1.37
H -6.10 1.64 -1.56
H -6.95 0.26 -0.81
H -6.00 -1.72 -1.18
H -4.35 -1.76 -1.87
H -5.67 -0.91 -2.73
Se 4.28 2.70 0.67
P 3.27 0.81 0.62
C 3.40 -0.09 2.20
C 4.66 -0.54 2.61
C 4.79 -1.22 3.80
C 3.69 -1.42 4.62
C 2.45 -0.94 4.24
C 2.30 -0.27 3.04
C 3.79 -0.16 -0.82
C 2.98 -0.25 -1.95
C 3.44 -0.90 -3.08
C 4.70 -1.47 -3.09
C 5.51 -1.38 -1.97
C 5.06 -0.72 -0.84
C 1.50 1.10 0.42
C 0.30 0.35 0.38
N -0.68 1.25 0.35
N -0.13 2.43 0.36
N 1.16 2.39 0.41
P -0.42 -1.32 0.29
Se -2.49 -1.12 0.92
C -0.27 -1.75 -1.47
C -0.93 -0.96 -2.41
C -0.83 -1.27 -3.75
C -0.08 -2.37 -4.16
C 0.53 -3.18 -3.22
C 0.44 -2.88 -1.87
C 0.61 -2.45 1.25
C 1.96 -2.59 0.94
C 2.74 -3.45 1.67
C 2.19 -4.16 2.73
C 0.84 -4.03 3.03
C 0.04 -3.18 2.29
H 5.53 -0.33 2.01
H 5.77 -1.58 4.10
H 3.81 -1.94 5.56
H 1.60 -1.07 4.88
H 1.33 0.11 2.76
H 1.99 0.20 -1.96
H 2.81 -0.97 -3.95
H 5.06 -1.97 -3.97
H 6.50 -1.82 -1.97
H 5.71 -0.62 0.02
H -1.54 -0.10 -2.08
H -1.36 -0.67 -4.48
H 0.00 -2.60 -5.21
H 1.07 -4.06 -3.53
H 0.91 -3.52 -1.14
H 2.39 -2.03 0.12
H 3.78 -3.58 1.42
H 2.81 -4.81 3.32
H 0.40 -4.60 3.84
H -1.01 -3.08 2.49
C -0.95 5.69 -0.97
C -2.20 5.39 -1.53
C -2.78 4.11 -1.35
C -2.20 3.18 -0.55
C -1.02 3.58 0.31
C -0.32 4.82 -0.14
H -0.46 6.61 -1.24
H -2.72 6.13 -2.12
H -3.69 3.89 -1.89
H -1.37 3.71 1.35
H 0.67 4.99 0.27
*
```

Values from the calculation:
Gap between HOMO and LUMO (spin up / spin down)   3.717 / 3.672 eV
Electronic energy   -7320.348321 Ha

=====

# 4
# C36H35N3O6S

A single C36H35N3O6S molecule (the ωB97M-V functional and the def2-TZVPD basis, the Open Molecules 2025 dataset).

```
! wB97M-V def2-TZVPD RIJCOSX def2/J DEFGRID3
* xyz 0 1
C 0.36 -10.10 0.63
N 0.63 -8.68 0.47
C 1.35 -8.21 -0.59
O 1.92 -8.89 -1.43
C 1.33 -6.69 -0.48
C 0.80 -6.00 -1.73
C 1.68 -6.20 -2.94
C 1.15 -6.71 -4.14
C 2.02 -7.01 -5.19
C 3.38 -6.71 -5.09
C 3.89 -6.18 -3.89
C 3.04 -5.88 -2.85
N 0.56 -6.44 0.72
C 0.40 -5.17 1.20
C -0.54 -4.74 2.04
C -0.52 -3.33 2.62
C -1.48 -3.40 3.94
C -1.60 -2.26 4.72
C -2.55 -2.07 5.75
C -3.25 -3.16 6.18
C -3.00 -4.42 5.61
N -3.68 -5.58 6.13
O -4.46 -5.41 7.09
O -3.49 -6.71 5.60
C -2.13 -4.54 4.49
C -0.55 -2.25 1.72
C -1.93 -1.94 1.22
O -2.53 -2.86 0.69
C -2.63 -0.63 1.51
C -2.64 0.36 0.54
C -3.24 1.58 0.85
C -3.82 1.81 2.08
C -3.90 0.76 3.01
C -3.36 -0.49 2.68
S 0.28 -0.38 2.28
O -0.12 -0.21 3.68
O -0.11 0.64 1.33
C 2.07 -0.43 2.44
C 2.63 -0.11 3.67
C 3.97 0.21 3.73
C 4.76 0.21 2.59
C 4.15 -0.04 1.37
C 2.81 -0.36 1.27
C -0.02 -7.67 1.28
C -1.55 -7.83 1.09
C 0.29 -7.87 2.76
H 0.96 -10.65 -0.09
H 0.63 -10.44 1.64
H -0.71 -10.34 0.47
H 2.38 -6.39 -0.33
H -0.22 -6.39 -1.93
H 0.70 -4.93 -1.50
H 0.08 -6.93 -4.22
H 1.63 -7.47 -6.11
H 4.05 -6.90 -5.92
H 4.96 -6.01 -3.77
H 3.42 -5.45 -1.91
H 1.14 -4.45 0.83
H -1.27 -5.45 2.40
H 0.51 -3.13 2.95
H -0.91 -1.45 4.54
H -2.71 -1.06 6.18
H -4.00 -3.10 6.98
H -2.03 -5.57 4.13
H 0.18 -2.15 0.91
H -2.11 0.19 -0.39
H -3.20 2.36 0.09
H -4.32 2.77 2.31
H -4.36 0.88 3.97
H -3.42 -1.33 3.38
H 2.02 -0.06 4.57
H 4.39 0.46 4.69
H 5.83 0.40 2.66
H 4.74 0.01 0.46
H 2.31 -0.55 0.30
H -1.82 -7.82 0.03
H -1.88 -8.78 1.54
H -2.09 -7.02 1.59
H 1.37 -8.01 2.89
H -0.05 -7.00 3.34
H -0.22 -8.77 3.13
*
```

Values from the calculation:
Gap between HOMO and LUMO   7.312 eV
Electronic energy   -2406.501580 Ha
SMILES   CN1C(=O)[C@@H](Cc2ccccc2)N(/C=C/[C@H](c2cccc([N+](=O)[O-])c2)[C@@H](C(=O)c2ccccc2)S(=O)(=O)c2ccccc2)C1(C)C
Energy relative to the best compared isomer or geometry (same formula, charge and spin)   49.8 kJ/mol

=====

# 5
# C36H36AsCdFNO6STe

A molecular structure, C36H36AsCdFNO6STe (the ωB97M-V functional and the def2-TZVPD basis, the Open Molecules 2025 dataset).

```
! wB97M-V def2-TZVPD RIJCOSX def2/J DEFGRID3
* xyz -1 1
Cd 1.38 -0.43 0.07
C -3.14 -3.26 -0.03
C -2.69 -1.83 -0.35
C -1.52 -1.85 -1.33
C -2.57 -0.97 0.91
C -3.77 -0.47 1.41
C -3.82 0.32 2.54
C -2.63 0.65 3.17
C -1.41 0.15 2.74
C -0.20 0.49 3.61
C 0.96 1.20 2.91
C 0.33 -0.72 4.40
C -1.38 -0.70 1.62
N -0.19 -1.37 1.24
C -0.12 -2.69 1.60
C -0.88 -3.28 2.63
C -0.78 -4.63 2.94
C 0.09 -5.46 2.25
C 0.86 -4.91 1.22
C 0.73 -3.57 0.93
F 1.46 -3.07 -0.11
H -3.40 -3.78 -0.95
H -4.01 -3.27 0.63
H -2.34 -3.82 0.46
H -3.52 -1.36 -0.89
H -0.73 -2.53 -1.01
H -1.09 -0.86 -1.47
H -1.88 -2.19 -2.30
H -4.69 -0.70 0.87
H -4.76 0.71 2.90
H -2.66 1.29 4.05
H -0.59 1.20 4.34
H 1.62 0.50 2.39
H 1.60 1.68 3.66
H 0.62 1.97 2.22
H 0.79 -1.45 3.73
H -0.47 -1.21 4.96
H 1.09 -0.38 5.11
H -1.58 -2.66 3.18
H -1.39 -5.03 3.74
H 0.18 -6.51 2.50
H 1.54 -5.50 0.63
O 5.66 -2.46 0.18
As 4.32 -1.59 -0.60
O 3.38 -1.08 0.70
O 3.64 -2.49 -1.78
C 5.33 -0.07 -1.27
C 6.70 -0.24 -1.40
C 7.51 0.76 -1.92
C 6.94 1.95 -2.32
C 5.57 2.14 -2.21
C 4.76 1.14 -1.68
S 3.03 1.56 -1.52
O 2.83 2.70 -2.38
O 2.79 1.78 -0.09
O 2.24 0.37 -1.94
H 5.28 -3.00 0.88
H 7.14 -1.18 -1.08
H 8.57 0.61 -2.00
H 7.55 2.74 -2.74
H 5.10 3.06 -2.53
Te -0.33 2.25 -0.90
C -2.02 3.42 -0.37
C -1.93 4.80 -0.50
C -3.00 5.61 -0.17
C -4.18 5.04 0.31
C -4.27 3.66 0.45
C -3.19 2.86 0.12
C -1.06 1.67 -2.80
C -2.39 1.33 -3.01
C -2.82 0.95 -4.27
C -1.91 0.89 -5.32
C -0.58 1.22 -5.11
C -0.15 1.63 -3.85
H -1.01 5.25 -0.88
H -2.92 6.68 -0.28
H -5.02 5.67 0.57
H -5.18 3.21 0.83
H -3.25 1.79 0.27
H -3.09 1.34 -2.19
H -3.85 0.68 -4.43
H -2.24 0.57 -6.31
H 0.13 1.17 -5.92
H 0.88 1.89 -3.69
*
```

Values from the calculation:
Gap between HOMO and LUMO   7.150 eV
Electronic energy   -5069.323267 Ha
Energy relative to the best compared isomer or geometry (same formula, charge and spin)   0.0 kJ/mol

=====

# 6
# C36H36ClCrN4O3S

A molecular structure, C36H36ClCrN4O3S (the ωB97M-V functional and the def2-TZVPD basis, the Open Molecules 2025 dataset).

```
! wB97M-V def2-TZVPD RIJCOSX def2/J DEFGRID3
* xyz -1 5
Cr 0.29 -0.18 0.32
C 1.68 0.63 -2.31
N 1.84 1.22 -0.97
C 1.28 2.58 -1.05
C 1.30 3.42 0.22
C 0.76 2.70 1.48
N -0.17 1.65 1.18
C -1.44 1.90 1.63
C -2.60 1.17 1.30
C -3.83 1.43 1.96
C -5.00 0.77 1.62
C -4.99 -0.17 0.60
C -3.79 -0.46 -0.07
C -2.60 0.18 0.26
O -1.49 -0.11 -0.40
C 3.27 1.20 -0.62
C 3.64 1.28 0.86
C 3.00 0.22 1.78
N 2.23 -0.74 1.01
C 2.72 -1.92 0.91
C 2.21 -3.01 0.12
C 2.84 -4.26 0.22
C 2.45 -5.33 -0.54
C 1.39 -5.15 -1.45
C 0.76 -3.94 -1.58
C 1.13 -2.83 -0.78
O 0.51 -1.71 -0.92
H 2.26 1.19 -3.06
H 0.63 0.65 -2.59
H 2.01 -0.41 -2.29
H 0.24 2.45 -1.36
H 1.81 3.14 -1.84
H 0.65 4.28 -0.01
H 2.29 3.83 0.42
H 0.30 3.46 2.12
H 1.61 2.33 2.05
H -1.57 2.73 2.31
H -3.83 2.16 2.77
H -5.92 0.99 2.15
H -5.89 -0.70 0.32
H -3.75 -1.20 -0.85
H 3.77 2.02 -1.16
H 3.67 0.27 -1.02
H 3.44 2.28 1.24
H 4.73 1.16 0.89
H 2.32 0.69 2.50
H 3.77 -0.29 2.35
H 3.64 -2.13 1.46
H 3.67 -4.36 0.93
H 2.94 -6.29 -0.44
H 1.07 -5.99 -2.05
H -0.06 -3.81 -2.27
C -3.28 -3.01 8.33
C -4.33 -4.08 8.10
O -5.10 -4.41 8.96
S -4.40 -4.96 6.55
C -3.38 -4.04 5.43
C -3.84 -2.85 4.87
C -3.03 -2.13 4.01
C -1.75 -2.60 3.67
C -1.32 -3.81 4.21
C -2.12 -4.52 5.09
C -0.95 -1.85 2.75
C -0.42 -1.18 1.89
H -3.75 -2.17 8.84
H -2.80 -2.67 7.42
H -2.53 -3.44 8.99
H -4.83 -2.48 5.12
H -3.38 -1.21 3.56
H -0.34 -4.18 3.93
H -1.77 -5.45 5.51
Cl -3.44 0.98 -5.75
C -3.18 1.83 -4.26
C -3.99 2.90 -3.91
C -3.74 3.54 -2.71
C -2.67 3.11 -1.94
N -1.89 2.09 -2.28
C -2.15 1.44 -3.41
H -4.80 3.21 -4.56
H -4.36 4.36 -2.38
H -2.43 3.58 -0.99
H -1.55 0.57 -3.64
*
```

Values from the calculation:
Gap between HOMO and LUMO (spin up / spin down)   4.034 / 6.767 eV
Electronic energy   -3741.056205 Ha
Energy relative to the best compared isomer or geometry (same formula, charge and spin)   41.9 kJ/mol